9
Properties=species:S:1:pos:R:3:forces:R:3:lowdin_spin:R:1 method="wB97M-V/def2-TZVPD" multiplicity=4 charge=0 gap_ev="10.1 / 10.1" fmax_ev_per_a=7.1 s_squared=3.761
O 1.2958 -0.5235 2.5748 -7.084 0.001 0.495 1.0070
O 2.4246 -0.5237 2.4995 7.079 0.002 -0.491 0.9988
C 0.3981 0.1532 -0.7568 0.659 0.103 0.004 0.6998
C -1.0539 0.1528 -0.7069 0.132 0.347 0.094 0.0759
Cl -1.6528 1.7616 -0.2831 -0.149 0.228 0.063 0.0056
Cl -1.7006 -0.3078 -2.2856 -0.289 -0.200 -0.477 0.0719
Cl -1.6052 -1.0073 0.5068 -0.261 -0.402 0.334 0.0708
H 0.9304 -0.7461 -0.9916 -0.058 -0.371 -0.092 0.0321
H 0.9636 1.0408 -0.5570 -0.028 0.292 0.070 0.0381

8
Properties=species:S:1:pos:R:3:forces:R:3:mulliken_charge:R:1 method="wB97M-V/def2-TZVPD" charge=0 gap_ev=8.4 fmax_ev_per_a=2.9
C 0.3653 0.7015 0.0660 1.222 2.450 1.022 -0.2441
C -3.2935 -0.1396 0.2762 0.989 -0.973 1.179 -0.0191
Cl -1.0900 1.4104 -0.5632 -0.290 0.685 -0.479 -0.1170
Cl 1.7004 0.8402 -1.1870 -0.839 -0.367 1.199 -0.1625
Cl -3.5355 -0.8113 -1.2321 -0.509 -0.132 -0.910 0.0012
Cl -4.1809 1.2322 0.5821 -0.883 0.832 -0.150 -0.0194
H 0.1091 -0.2849 0.3256 0.291 -1.362 0.014 0.2823
H 0.6176 1.3060 1.0235 0.019 -1.133 -1.874 0.2786

10
Properties=species:S:1:pos:R:3:forces:R:3:mulliken_charge:R:1 method="wB97M-V/def2-TZVPD" charge=0 gap_ev=7.7 fmax_ev_per_a=3.2
C 2.1247 -0.8938 -0.0117 -0.906 2.115 0.605 0.2188
C 1.4278 1.4011 -0.0316 1.700 -2.520 -0.834 0.2367
S 0.6244 -1.6327 -0.4383 -0.175 -1.011 -0.073 -0.1104
S -0.1956 1.4881 0.5673 -0.099 0.439 0.526 -0.2255
Cl 3.3026 -0.9084 -1.2062 0.827 -0.167 -1.243 -0.0882
Cl 2.9184 -1.0868 1.5342 -0.739 -0.578 0.121 -0.1162
Cl 2.6516 1.7680 1.0874 -0.055 1.482 0.487 -0.1026
Cl 1.8590 1.8052 -1.6798 -0.727 0.166 0.601 -0.0927
H -0.1905 -0.7674 0.1963 0.023 0.065 0.225 0.0813
H -0.8768 1.3562 -0.5686 0.150 0.009 -0.415 0.1988

6
Properties=species:S:1:pos:R:3:forces:R:3:mulliken_charge:R:1 method="wB97M-V/def2-TZVPD" charge=0 gap_ev=10.6 fmax_ev_per_a=4.3 smiles="F/C=C/Cl"
F 0.8054 1.3086 1.0057 -0.161 -0.783 -0.094 -0.2199
C 0.6729 0.2056 0.2045 1.788 1.450 -0.725 -0.0423
C -0.5168 -0.3627 0.1061 -1.762 2.473 -0.072 -0.1274
Cl -1.0566 -1.3320 -1.1101 0.388 -3.211 -2.829 -0.1573
H 1.6588 0.1352 -0.4277 -2.266 -0.709 1.352 0.2683
H -1.5637 0.0453 0.2215 2.013 0.780 2.368 0.2786

10
Properties=species:S:1:pos:R:3:forces:R:3:mulliken_charge:R:1 method="wB97M-V/def2-TZVPD" charge=0 gap_ev="8.6 / 8.6" fmax_ev_per_a=2.6
C 0.3726 -0.4931 -0.4087 -2.131 1.268 0.717 -0.2700
C 1.1551 0.7462 0.0389 1.320 -1.460 -1.451 0.8009
N -2.2508 -0.6606 0.1689 1.718 0.153 0.167 -0.2540
N -1.5613 0.2992 -0.0270 0.152 -2.231 0.014 -0.0223
F 0.5641 1.5627 0.8912 0.108 -0.032 -0.116 -0.2250
F 1.5795 1.4213 -1.0679 -1.104 0.417 0.263 -0.2764
F 2.3171 0.3094 0.5505 0.340 0.196 1.114 -0.2483
Cl 0.4762 -1.8590 0.6666 -0.262 0.696 -0.707 -0.1297
H 0.5069 -0.7212 -1.4723 -0.155 0.007 0.529 0.3699
H -3.1594 -0.6048 0.6599 0.015 0.987 -0.531 0.2550

10
Properties=species:S:1:pos:R:3:forces:R:3:mulliken_charge:R:1 method="wB97M-V/def2-TZVPD" charge=0 gap_ev=10.7 fmax_ev_per_a=4.2
H -2.6314 0.6108 0.1045 -0.154 0.064 0.171 0.2739
N -1.9005 -0.0507 -0.1308 0.578 -0.567 -0.375 -0.5973
C -0.7911 0.5192 -0.1811 -1.841 -0.994 -0.488 0.5784
F -0.6769 1.7958 0.0305 0.470 2.075 0.589 -0.2290
C 0.4900 -0.0672 -0.6377 1.074 -4.029 0.106 0.2335
F 1.3755 0.8918 -0.8074 0.766 0.300 -0.573 -0.2356
N 1.0614 -1.2036 0.4922 -0.567 1.729 -1.784 -0.0146
F 0.1241 -1.0164 1.4811 -0.267 -0.388 1.323 -0.1774
Cl 2.5701 -0.6659 1.1707 -0.249 0.063 -0.218 -0.0563
H 0.3789 -0.8138 -1.5221 0.190 1.746 1.247 0.2243

7
Properties=species:S:1:pos:R:3:forces:R:3:mulliken_charge:R:1 method="wB97M-V/def2-TZVPD" charge=0 gap_ev=10.2 fmax_ev_per_a=7.0 smiles="O=C[C@H](F)Cl"
O 0.2599 1.7924 -0.4414 -1.520 -5.564 2.674 -0.4320
C -0.0593 0.8102 0.3423 2.071 6.637 0.883 -0.0033
C -0.0546 -0.6677 -0.1269 -0.616 0.847 -0.888 0.3335
F -0.9525 -1.5485 0.4580 1.607 0.863 0.289 -0.2133
Cl 1.5493 -1.3165 -0.6424 -0.931 0.189 1.120 -0.1186
H -0.2581 1.3299 1.4582 0.063 -2.510 -2.365 0.2992
H -0.4847 -0.3999 -1.0477 -0.675 -0.462 -1.714 0.1345

8
Properties=species:S:1:pos:R:3:forces:R:3:mulliken_charge:R:1 method="wB97M-V/def2-TZVPD" charge=0 gap_ev=11.9 fmax_ev_per_a=1.3 smiles="O=CO[C@@H](F)Cl"
O 0.6223 -1.4393 -0.9773 -0.357 -0.409 -0.972 -0.4040
C 0.8915 -1.0365 0.0953 0.420 -0.134 0.401 0.1542
O 0.4018 0.0893 0.6617 0.132 0.135 0.316 -0.2782
C -0.5604 0.8550 0.0188 -0.090 0.892 0.980 0.2969
F -0.1805 1.2450 -1.2030 0.097 -0.153 -0.324 -0.1980
Cl -2.1369 0.0509 -0.0369 0.091 -0.035 -0.128 -0.1401
H 1.6031 -1.5142 0.7794 -0.060 0.155 0.141 0.3625
H -0.6409 1.7497 0.6620 -0.233 -0.451 -0.415 0.2067

8
Properties=species:S:1:pos:R:3:forces:R:3:mulliken_charge:R:1 method="wB97M-V/def2-TZVPD" charge=0 gap_ev=8.4 fmax_ev_per_a=2.8 smiles="F[C@@H](Cl)C(=S)S"
F -0.9659 -0.2118 1.4837 -0.169 -0.696 -0.814 -0.2069
C -0.5985 -0.6550 0.2168 2.253 1.456 0.883 0.0232
Cl -1.7088 -0.1031 -0.9746 -0.880 0.184 -0.513 -0.0986
C 0.8203 -0.0359 -0.0582 0.368 -1.213 -0.956 0.1604
S 2.0651 -1.0777 -0.4070 -1.145 1.018 0.606 -0.2080
S 1.0665 1.6819 -0.1758 -0.422 -0.105 0.125 -0.1201
H -0.4548 -1.7236 0.1332 -0.397 -0.239 0.475 0.2925
H -0.2238 2.1252 -0.2181 0.392 -0.405 0.194 0.1575

7
Properties=species:S:1:pos:R:3:forces:R:3:mulliken_charge:R:1 method="wB97M-V/def2-TZVPD" charge=0 gap_ev="8.3 / 6.1" fmax_ev_per_a=3.6
C -0.7755 0.4474 -0.2423 -0.598 -0.806 -2.029 -0.0542
C 0.5208 -0.0500 -0.6556 0.907 0.081 1.650 -0.3737
O -1.8766 0.1357 -0.6638 0.559 -0.817 -0.222 -0.4488
Cl 0.5966 -1.5624 -1.2807 0.104 -1.267 -1.049 -0.0312
I 0.7511 -0.5158 2.7279 -0.001 0.024 -0.279 0.0181
H -0.7356 1.2129 0.4219 0.423 2.679 2.347 0.4749
H 1.5193 0.3321 -0.3074 -1.393 0.106 -0.419 0.4149

9
Properties=species:S:1:pos:R:3:forces:R:3:mulliken_charge:R:1 method="wB97M-V/def2-TZVPD" charge=0 gap_ev="7.5 / 8.3" fmax_ev_per_a=6.2
C 0.2527 -0.3472 -0.2221 1.970 -3.345 -1.299 -0.4925
C 1.0556 -1.7129 -1.5345 -3.081 4.349 3.238 -0.1963
O 0.7374 -4.1944 -1.5813 0.467 -0.481 0.713 -0.5156
O -0.9908 -2.9589 -2.7219 -0.016 0.626 0.382 -0.5134
S -0.0840 -3.0337 -1.6137 -0.286 -1.753 -1.853 1.0674
Cl -1.3040 -3.0452 -0.0364 -0.104 0.056 0.842 -0.1904
I 1.1296 -0.8765 -3.3734 0.877 0.497 -0.733 0.2450
H 0.6123 0.7164 -0.2403 -0.218 -1.352 -0.099 0.3293
H -0.0107 -0.9718 0.6908 0.389 1.403 -1.191 0.2665

9
Properties=species:S:1:pos:R:3:forces:R:3:mulliken_charge:R:1 method="wB97M-V/def2-TZVPD" charge=0 gap_ev=9.6 fmax_ev_per_a=6.1
C 1.2946 -0.4398 0.6874 -5.094 -1.273 -3.020 -0.6204
C 0.1084 -0.6601 0.0032 1.996 -0.152 1.407 -0.0265
O -0.9387 0.7465 -1.9735 -0.515 -0.487 -0.241 -0.4772
O 0.0529 1.8528 -0.0173 0.062 0.778 -0.031 -0.5677
S -0.7021 0.7865 -0.5776 0.822 0.909 0.775 0.9678
Cl -2.4491 0.8341 0.4594 -0.140 -0.312 -0.263 -0.1471
I -0.9120 -2.4419 -0.4343 0.622 0.316 0.108 0.1982
H 1.9526 -1.1696 0.9114 1.654 -2.792 0.815 0.3203
H 1.5935 0.4914 0.9413 0.593 3.014 0.450 0.3526